(1)
Formula: C55H46Cl2N7PPd
Source: the Open Molecules 2025 dataset
Level of theory: the ωB97M-V functional and the def2-TZVPD basis

Energy relative to the best compared isomer or geometry (same formula, charge and spin), kcal/mol: 0.0
Lowest unoccupied orbital energy (spin up / spin down), Eh: 0.0179 / 0.0179
Maximum force, hartree/bohr: 0.00796
HOMO energy (spin up / spin down), hartree: -0.20557 / -0.20555
Kohn-Sham gap (spin up / spin down), eV: 6.08 / 6.08

Structure (ORCA input):
```
! wB97M-V def2-TZVPD RIJCOSX def2/J DEFGRID3
* xyz 0 1
Pd -0.0863 1.6976 0.1021
C 0.0154 -3.8592 0.5053
N -0.2994 -2.9037 -0.5390
C -1.2419 -1.9194 -0.4822
N -1.2656 -1.2176 -1.5847
C -0.2620 -1.7054 -2.3781
C 0.3656 -2.7503 -1.7412
C 1.5286 -3.5728 -2.1082
C 1.4373 -4.9631 -2.1728
C 2.5454 -5.7270 -2.5070
C 3.7557 -5.1091 -2.7893
C 3.8530 -3.7260 -2.7337
C 2.7485 -2.9598 -2.3926
C 0.0408 -1.0461 -3.6588
C 0.5614 -1.7315 -4.7531
C 0.8548 -1.0526 -5.9272
C 0.6307 0.3132 -6.0207
C 0.1092 1.0023 -4.9329
C -0.1826 0.3300 -3.7568
P -2.3196 -1.5443 0.9490
C -2.9143 0.0619 0.3296
N -2.3989 1.2068 0.7129
C -3.1019 2.1816 0.0521
C -4.0586 1.6035 -0.7459
N -3.9401 0.2441 -0.5400
C -4.6432 -0.8071 -1.2479
C -4.9770 2.1833 -1.7407
C -5.9945 3.0513 -1.3550
C -6.8388 3.6106 -2.3037
C -6.6797 3.2996 -3.6459
C -5.6676 2.4341 -4.0395
C -4.8182 1.8829 -3.0934
C -2.6244 3.5694 0.1573
C -1.3393 3.8571 -0.3189
C -0.7845 5.1148 -0.1286
C -1.5082 6.0979 0.5331
C -2.7906 5.8269 0.9861
C -3.3457 4.5669 0.8004
C 0.2326 -0.8246 1.8082
N 0.7655 -0.1658 0.8074
C 2.1318 -0.3537 0.8956
C 2.4152 -1.1228 1.9912
N 1.1905 -1.4100 2.5797
C 0.9539 -2.2951 3.7033
C 3.6836 -1.6416 2.5196
C 4.0625 -1.4051 3.8408
C 5.2659 -1.8952 4.3262
C 6.1069 -2.6206 3.4945
C 5.7386 -2.8577 2.1771
C 4.5319 -2.3775 1.6931
C 3.0296 0.2542 -0.1009
C 2.5521 0.4752 -1.3948
C 3.3708 1.0307 -2.3641
C 4.6768 1.3876 -2.0499
C 5.1521 1.1877 -0.7632
C 4.3340 0.6259 0.2084
H -0.3156 -3.4621 1.4594
H -0.4832 -4.8130 0.3289
H 1.0916 -4.0207 0.5424
H 0.4880 -5.4471 -1.9753
H 2.4605 -6.8050 -2.5562
H 4.6197 -5.7049 -3.0544
H 4.7935 -3.2367 -2.9535
H 2.8291 -1.8814 -2.3417
H 0.7298 -2.7994 -4.6896
H 1.2560 -1.5950 -6.7741
H 0.8616 0.8391 -6.9384
H -0.0621 2.0697 -4.9965
H -0.5652 0.8572 -2.8897
H -5.6429 -0.4653 -1.5060
H -4.1048 -1.0872 -2.1538
H -4.7240 -1.6784 -0.5982
H -6.1221 3.2820 -0.3051
H -7.6246 4.2871 -1.9929
H -7.3397 3.7340 -4.3856
H -5.5325 2.1969 -5.0869
H -4.0106 1.2280 -3.4000
H -0.8156 3.1263 -0.9771
H 0.2095 5.3207 -0.5033
H -1.0751 7.0776 0.6906
H -3.3576 6.5930 1.4998
H -4.3312 4.3452 1.1908
H 1.8094 -2.9560 3.8176
H 0.8015 -1.7332 4.6258
H 0.0587 -2.8853 3.5174
H 3.4176 -0.8175 4.4837
H 5.5505 -1.7011 5.3523
H 7.0482 -2.9987 3.8717
H 6.3914 -3.4229 1.5244
H 4.2400 -2.5592 0.6653
H 1.5294 0.2111 -1.6312
H 2.9778 1.1842 -3.3623
H 5.3187 1.8274 -2.8030
H 6.1634 1.4784 -0.5077
H 4.7116 0.4929 1.2143
Cl 1.3087 3.1456 2.5417
C 1.4883 3.8596 4.1496
Cl 0.0150 4.6979 4.6770
H 2.2934 4.5840 4.1274
H 1.6905 3.0660 4.8595
N -1.1186 -1.0438 2.0863
C -1.5993 -0.5550 3.3482
C -2.4052 -1.3536 4.1495
C -2.8622 -0.8645 5.3660
C -2.5063 0.4078 5.7877
C -1.7036 1.2024 4.9771
C -1.2596 0.7305 3.7520
H -2.6723 -2.3509 3.8215
H -3.4915 -1.4878 5.9885
H -2.8608 0.7830 6.7388
H -1.4432 2.2083 5.2819
H -0.6816 1.3575 3.0832
*
```



(2)
Formula: C55H46CoIN9S4
Source: the Open Molecules 2025 dataset
Level of theory: the ωB97M-V functional and the def2-TZVPD basis

Energy relative to the best compared isomer or geometry (same formula, charge and spin), kcal/mol: 55.2
Lowest unoccupied orbital energy (spin up / spin down), Eh: -0.1636 / -0.1624
Maximum force, hartree/bohr: 0.04253
HOMO energy (spin up / spin down), hartree: -0.42119 / -0.42070
Kohn-Sham gap (spin up / spin down), eV: 7.01 / 7.03

Structure (ORCA input):
```
! wB97M-V def2-TZVPD RIJCOSX def2/J DEFGRID3
* xyz 2 2
Co -1.6180 -1.2167 -0.7446
N -3.3264 -2.1939 3.1436
C -2.5653 -1.7226 4.2263
C -2.9529 -2.0097 5.5252
C -2.2200 -1.5195 6.5994
C -1.0854 -0.7649 6.3778
C -0.6813 -0.4905 5.0770
C -1.4220 -0.9579 4.0102
S -0.8863 -0.5800 2.3388
N -1.8919 -1.5364 1.3899
C -2.9422 -2.1433 1.8344
C -3.8030 -2.7843 0.8285
C -4.7801 -3.7373 1.1308
C -5.6156 -4.1909 0.1249
C -5.4513 -3.6901 -1.1595
C -4.4177 -2.7961 -1.3867
N -3.6145 -2.3582 -0.4294
H -4.1862 -2.6639 3.3813
H -3.8355 -2.6043 5.7098
H -2.5465 -1.7247 7.6072
H -0.5097 -0.3835 7.2073
H 0.1954 0.1084 4.8868
H -4.8881 -4.1380 2.1273
H -6.3867 -4.9182 0.3351
H -6.0974 -3.9935 -1.9668
H -4.2353 -2.4187 -2.3849
N 0.3648 -1.5765 -0.9419
S 1.7267 -1.5092 -0.4016
N 2.5744 -0.0917 -0.3841
S 2.3991 1.2546 -1.1171
N 1.0383 1.6910 -1.7068
S -0.4111 1.8344 -0.9171
N -1.0645 0.6620 -0.3232
C -0.1169 3.1381 0.3019
C 0.4704 4.3152 -0.1242
C 0.6294 5.3534 0.7763
C 0.2058 5.2025 2.0876
C -0.3735 4.0149 2.5038
C -0.5474 2.9758 1.6041
C -1.2686 2.8489 -2.1542
C -2.4966 3.3873 -1.8115
C -3.1131 4.2658 -2.6869
C -2.4947 4.6127 -3.8777
C -1.2666 4.0638 -4.2118
C -0.6523 3.1767 -3.3446
C 2.9880 2.4672 0.0805
C 2.7716 2.2413 1.4280
C 3.1606 3.2034 2.3450
C 3.7573 4.3777 1.9109
C 3.9676 4.5930 0.5583
C 3.5761 3.6392 -0.3657
C 3.5527 1.3674 -2.4887
C 3.1281 1.4842 -3.7997
C 4.0772 1.6317 -4.7993
C 5.4264 1.6535 -4.4833
C 5.8415 1.4924 -3.1695
C 4.9011 1.3470 -2.1647
C 2.0405 -1.9913 1.3128
C 1.1501 -2.8578 1.9144
C 1.3988 -3.3021 3.2011
C 2.5430 -2.8889 3.8656
C 3.4383 -2.0329 3.2430
C 3.1866 -1.5769 1.9604
C 2.8740 -2.6917 -1.1673
C 2.4134 -3.9886 -1.3262
C 3.2882 -4.9684 -1.7644
C 4.6101 -4.6428 -2.0281
C 5.0551 -3.3399 -1.8751
C 4.1841 -2.3557 -1.4390
H 0.7962 4.4151 -1.1478
H 1.0727 6.2823 0.4554
H 0.3176 6.0205 2.7815
H -0.6957 3.9022 3.5277
H -1.0124 2.0449 1.8906
H -2.9496 3.1292 -0.8642
H -4.0700 4.6921 -2.4313
H -2.9652 5.3189 -4.5434
H -0.7807 4.3302 -5.1374
H 0.3088 2.7430 -3.5611
H 2.3036 1.3191 1.7375
H 2.9948 3.0375 3.3976
H 4.0540 5.1283 2.6268
H 4.4315 5.5052 0.2194
H 3.7276 3.8018 -1.4217
H 2.0747 1.4618 -4.0272
H 3.7625 1.7379 -5.8250
H 6.1580 1.8000 -5.2622
H 6.8921 1.4933 -2.9270
H 5.1987 1.2371 -1.1325
H 0.2762 -3.1594 1.3561
H 0.7120 -3.9774 3.6843
H 2.7468 -3.2464 4.8631
H 4.3359 -1.7221 3.7528
H 3.8701 -0.9135 1.4574
H 1.3778 -4.2019 -1.1042
H 2.9549 -5.9875 -1.8913
H 5.2966 -5.4101 -2.3493
H 6.0829 -3.0904 -2.0830
H 4.5107 -1.3364 -1.3067
I -2.2674 -0.2910 -3.4169
C -3.8214 0.4853 -2.1912
C -4.8886 1.1990 -2.7084
C -5.8507 1.6309 -1.8056
C -5.6956 1.3437 -0.4559
C -4.5789 0.6238 -0.0611
N -3.6658 0.1979 -0.9186
H -4.9686 1.3958 -3.7665
H -6.7143 2.1768 -2.1548
H -6.4263 1.6660 0.2695
H -4.4003 0.3744 0.9754
C -1.2274 -5.8472 -1.3977
C -1.3452 -4.4249 -1.4500
N -1.4858 -3.2877 -1.4916
H -2.2176 -6.2825 -1.5309
H -0.8137 -6.1636 -0.4397
H -0.5805 -6.2088 -2.1963
*
```



Question: Which of these has the lowest maximum force?
Answer: C55H46Cl2N7PPd